No. 1
CH6NO | ωB97M-V/def2-TZVPD

The value obtained for the lowest unoccupied orbital energy is 4.446 eV. The relative energy (zero: lowest compared OMol25 entry of this formula, charge and spin) comes out at 8.2 kcal/mol. Its HOMO-LUMO gap is 6.855 eV.

Geometry as ORCA input:
```
! wB97M-V def2-TZVPD RIJCOSX def2/J DEFGRID3
* xyz -1 1
O 1.76 1.02 -0.49
H 1.25 0.67 -1.24
C -1.36 -0.64 -0.17
N -0.28 -0.44 0.82
H -1.74 0.27 -0.63
H -2.14 -1.09 0.49
H -1.26 -1.43 -0.89
H -0.49 0.43 1.30
H 0.62 -0.23 0.34
*
```

No. 2
C16H20MnN2OP | ωB97M-V/def2-TZVPD

The value obtained for the lowest unoccupied orbital energy (alpha / beta) is -2.608 / -2.458 eV. Its HOMO-LUMO gap (alpha / beta) is 8.408 / 8.177 eV.

Geometry as ORCA input:
```
! wB97M-V def2-TZVPD RIJCOSX def2/J DEFGRID3
* xyz 1 4
C 0.58 -0.06 -4.91
C -0.70 -0.78 -4.85
C -0.51 -1.94 -4.10
C 0.90 -1.96 -3.68
C 1.59 -0.87 -4.30
Mn 0.12 -0.07 -2.68
P -0.40 2.10 -2.28
H 0.76 0.86 -5.47
H -1.64 -0.43 -5.29
H -1.26 -2.68 -3.84
H 2.66 -0.66 -4.24
H 1.37 -2.78 -3.12
H -1.37 2.35 -1.28
H -0.93 2.86 -3.35
H 0.65 2.94 -1.85
C 1.03 0.78 3.70
N 0.94 0.81 2.24
N 0.00 0.25 1.47
C 0.36 0.41 0.17
O -0.26 -0.08 -0.78
C 1.57 1.09 0.10
C 1.91 1.32 1.43
C 3.18 1.95 1.92
C -1.14 -0.50 1.94
C -1.97 -0.02 2.97
C -3.05 -0.78 3.42
C -3.30 -2.04 2.87
C -2.49 -2.53 1.85
C -1.42 -1.76 1.38
H 1.96 0.27 4.01
H 0.21 0.23 4.18
H 1.05 1.82 4.10
H 2.15 1.33 -0.77
H 2.94 2.84 2.53
H 3.74 1.22 2.54
H 3.82 2.25 1.07
H -1.79 0.96 3.40
H -3.69 -0.39 4.21
H -4.13 -2.63 3.23
H -2.68 -3.51 1.43
H -0.78 -2.17 0.60
*
```

No. 3
C5H7N3 | ωB97M-V/def2-TZVPD

The value obtained for the lowest unoccupied orbital energy is 0.882 eV. The relative energy (zero: lowest compared OMol25 entry of this formula, charge and spin) comes out at 63.9 kcal/mol. Its HOMO-LUMO gap is 9.696 eV.

Geometry as ORCA input:
```
! wB97M-V def2-TZVPD RIJCOSX def2/J DEFGRID3
* xyz 0 1
C -1.52 0.18 0.11
C 0.87 1.13 -0.56
C 2.06 0.56 -0.24
C 1.94 -0.77 0.46
C 0.57 -0.92 0.31
H -1.47 -1.47 -1.14
H -3.22 -1.06 -0.43
H -1.35 1.85 1.02
H 0.69 2.07 -1.03
H 2.79 1.37 -0.07
H 2.82 -1.47 0.89
H 0.09 -1.85 0.68
N -2.09 -0.95 -0.51
N -2.10 1.17 0.72
N -0.08 0.15 -0.22
*
```

No. 4
C3H9NO2 | ωB97M-V/def2-TZVPD

The value obtained for the lowest unoccupied orbital energy is 0.939 eV. The relative energy (zero: lowest compared OMol25 entry of this formula, charge and spin) comes out at 20.7 kcal/mol. Its HOMO-LUMO gap is 10.882 eV.

Geometry as ORCA input:
```
! wB97M-V def2-TZVPD RIJCOSX def2/J DEFGRID3
* xyz 0 1
N 0.56 -0.39 -0.89
C 0.10 1.84 0.01
C -0.47 0.65 -0.75
H 0.19 -1.20 -1.40
H 1.34 -0.03 -1.45
H 0.46 1.51 1.00
H -0.68 2.61 0.15
H 0.94 2.28 -0.55
H -1.31 0.21 -0.17
H -0.88 0.99 -1.72
O -1.12 -2.09 0.44
O 0.79 -1.21 1.28
C -0.33 -1.95 1.34
H 0.82 -0.82 0.37
H -0.42 -2.41 2.35
*
```

No. 5
C6H6IN2 | ωB97M-V/def2-TZVPD

The value obtained for the lowest unoccupied orbital energy (alpha / beta) is -6.276 / -6.268 eV. The relative energy (zero: lowest compared OMol25 entry of this formula, charge and spin) comes out at 102.1 kcal/mol. Its HOMO-LUMO gap (alpha / beta) is 7.005 / 7.013 eV.

Geometry as ORCA input:
```
! wB97M-V def2-TZVPD RIJCOSX def2/J DEFGRID3
* xyz 1 1
C -0.36 1.12 -1.71
C -0.20 -0.30 0.71
C -1.23 0.35 0.31
C 1.46 -0.05 -0.90
C -2.62 0.29 0.86
C 2.78 -0.46 -0.60
N 0.72 0.48 -1.72
N -1.22 1.28 -0.91
I 0.30 -1.51 2.26
H -3.23 -0.34 0.31
H -3.17 1.21 0.98
H -2.58 -0.33 1.83
H 3.12 -1.28 -1.18
H 2.89 -0.97 0.47
H 3.35 0.50 -0.71
*
```

No. 6
C24H58P2ReSi4Te | ωB97M-V/def2-TZVPD

The value obtained for the lowest unoccupied orbital energy (alpha / beta) is -8.778 / -8.776 eV. The relative energy (zero: lowest compared OMol25 entry of this formula, charge and spin) comes out at 77.4 kcal/mol. Its HOMO-LUMO gap (alpha / beta) is 2.997 / 3.954 eV.

Geometry as ORCA input:
```
! wB97M-V def2-TZVPD RIJCOSX def2/J DEFGRID3
* xyz 2 4
P 4.47 -1.93 -1.99
P 2.52 -2.94 -0.21
C 5.24 -3.24 -0.75
C 4.05 -4.17 -0.65
H 5.42 -2.74 0.21
H 6.22 -3.67 -1.04
H 3.89 -4.72 -1.60
H 4.17 -4.86 0.18
C 2.63 -3.66 1.60
H 1.62 -3.69 2.03
H 3.33 -3.09 2.21
H 2.93 -4.70 1.54
C 1.64 -4.67 -0.49
H 2.31 -5.47 -0.12
H 1.41 -4.86 -1.53
H 0.75 -4.75 0.14
C 5.57 -0.53 -1.58
H 4.89 0.32 -1.40
H 6.11 -0.51 -2.56
H 6.15 -0.77 -0.69
C 4.43 -2.61 -3.70
H 3.48 -3.16 -3.79
H 5.28 -3.24 -3.98
H 4.38 -1.73 -4.37
Re 2.99 -0.62 -1.20
C -1.04 -4.35 2.14
C -0.71 -3.71 3.46
C -0.08 -2.39 3.39
C 0.11 -2.10 1.86
C -0.64 -3.24 1.23
C -1.19 -3.24 -0.06
C -2.48 -3.98 -0.02
C -2.49 -4.36 1.57
C 2.91 0.95 -2.65
H -0.51 -5.30 1.90
H -0.98 -4.11 4.44
H 0.86 -2.32 3.95
H -0.74 -1.61 3.80
H -0.30 -1.12 1.59
H 1.21 -2.11 1.69
H 3.25 0.07 0.33
H -0.69 -2.79 -0.91
H -2.57 -4.88 -0.65
H -3.33 -3.33 -0.24
H -2.97 -3.48 2.04
H -2.98 -5.29 1.75
H 1.92 1.45 -2.72
H 3.13 0.61 -3.68
H 3.61 1.77 -2.41
C -4.31 1.29 1.88
Si -3.04 2.70 1.84
C -4.07 4.30 1.84
C -2.10 2.67 3.48
Si -1.50 2.38 0.06
Te 0.44 0.17 -0.92
Si -2.98 2.58 -1.75
C -4.06 4.12 -1.85
C -1.90 2.48 -3.29
C -4.14 1.09 -1.73
Si -0.42 4.45 0.09
C -1.45 6.03 0.19
C 0.70 4.42 1.60
C 0.63 4.54 -1.47
H -4.79 1.27 2.87
H -3.82 0.32 1.73
H -5.09 1.41 1.12
H -4.88 4.19 2.58
H -3.48 5.17 2.15
H -4.53 4.53 0.88
H -1.32 1.90 3.48
H -1.63 3.64 3.71
H -2.80 2.44 4.29
H -3.51 5.06 -1.70
H -4.49 4.16 -2.87
H -4.90 4.09 -1.15
H -1.03 1.82 -3.14
H -2.51 2.07 -4.10
H -1.53 3.47 -3.60
H -3.62 0.18 -1.40
H -5.01 1.25 -1.08
H -4.50 0.92 -2.75
H -1.85 6.21 1.19
H -0.78 6.87 -0.05
H -2.29 6.07 -0.52
H 1.33 3.52 1.60
H 1.35 5.30 1.54
H 0.14 4.46 2.55
H 1.23 3.62 -1.59
H 0.04 4.69 -2.38
H 1.32 5.38 -1.35
*
```

Listing energy for the structures above in their given order: -171.65646; -2298.49784; -358.91657; -324.93967; -638.92733; -3135.35169 Eh.